Formula: C10H16N
Source: OMol25
Level of theory: the ωB97M-V functional and the def2-TZVPD basis

Each line ends with the Mulliken charge.
Positions of all 27 atoms, in Å:
C1 0.215 1.237 1.645  -2.262
C2 0.649 0.560 0.339  1.233
C3 2.027 -0.049 0.572  -1.437
C4 -0.323 -0.563 -0.084  0.597
C5 0.127 -1.531 -0.991  -0.487
C6 -0.625 -2.690 -1.209  -0.753
C7 -1.845 -2.890 -0.564  -0.547
C8 -2.292 -1.914 0.321  -0.678
C9 -1.541 -0.758 0.567  -0.293
H1 -0.821 1.608 1.664  0.570
H2 0.317 0.462 2.416  0.508
H3 0.894 2.056 1.927  0.408
H4 2.439 -0.508 -0.335  0.400
H5 2.730 0.730 0.902  0.490
H6 1.950 -0.814 1.353  0.378
H7 1.121 -1.464 -1.450  0.222
H8 -0.248 -3.457 -1.879  0.387
H9 -2.469 -3.751 -0.807  0.403
H10 -3.232 -2.045 0.847  0.401
H11 -1.865 -0.068 1.351  0.258
C10 -0.069 2.667 -0.924  -0.824
N1 0.864 1.542 -0.710  -0.002
H12 -0.195 3.197 0.024  0.339
H13 0.368 3.316 -1.689  0.372
H14 -1.019 2.253 -1.260  0.319
H15 1.044 0.964 -1.546  0.518
H16 1.799 1.912 -0.478  0.479

## Properties
Net charge ... +1
HOMO level ... -12.867 eV
M ... 150.25 g/mol
Energy relative to the best compared isomer or geometry (same formula, charge and spin) ... 0.0 kcal per mole

=====

Formula: C37H71CdGe2N3O2SSi4Te
Source: OMol25
Level of theory: the ωB97M-V functional and the def2-TZVPD basis

Each line ends with the Mulliken charge.
Positions of all 122 atoms, in Å:
Cd1 0.468 -0.611 1.096  2.039
C1 2.032 -1.703 -1.971  -1.126
C2 2.678 -0.427 -1.450  -0.578
N1 2.810 -0.462 0.000  0.263
C3 3.920 -1.207 0.570  -0.906
C4 3.734 -2.730 0.690  -0.961
S1 2.089 -3.371 1.156  0.230
C5 1.583 -4.238 -0.353  -1.161
C6 0.571 -3.492 -1.241  -0.516
N2 0.792 -2.052 -1.252  0.495
H1 2.734 -2.529 -1.854  0.535
H2 1.847 -1.597 -3.044  0.444
H3 2.040 0.416 -1.692  -0.023
H4 3.648 -0.272 -1.940  0.456
H5 2.911 0.504 0.297  0.133
H6 4.084 -0.822 1.573  0.252
H7 4.838 -1.036 -0.008  0.308
H8 4.401 -3.081 1.477  0.649
H9 4.026 -3.245 -0.225  0.441
H10 1.146 -5.181 -0.025  0.572
H11 2.495 -4.480 -0.898  0.457
H12 -0.428 -3.681 -0.874  0.289
H13 0.636 -3.931 -2.244  0.323
H14 0.001 -1.564 -1.657  -0.286
O1 2.007 2.513 -0.312  -0.761
C7 0.929 2.042 0.033  -0.210
O2 0.345 1.006 -0.482  0.313
C8 0.170 2.728 1.158  0.059
C9 0.567 3.978 1.602  -1.023
C10 -0.110 4.546 2.668  -0.799
C11 -1.171 3.854 3.231  -0.885
C12 -1.502 2.616 2.703  0.155
N3 -0.846 2.052 1.695  1.384
H15 1.393 4.473 1.110  0.565
H16 0.193 5.510 3.061  0.448
H17 -1.740 4.264 4.056  0.505
H18 -2.328 2.047 3.110  -0.288
C13 -4.216 1.055 1.678  -1.663
C14 -3.454 -0.240 1.368  0.021
Ge1 -2.966 -0.327 -0.538  0.248
C15 -2.488 -2.211 -0.859  -0.136
C16 -3.724 -3.114 -0.809  -1.568
C17 -4.478 0.165 -1.685  -0.064
C18 -4.044 1.175 -2.465  -0.989
Ge2 -2.147 1.504 -1.910  -0.595
C19 -0.969 0.974 -3.398  0.410
C20 -0.374 2.087 -4.268  -1.414
C21 -2.070 3.330 -1.183  -0.179
C22 -1.080 4.312 -1.820  -1.413
C23 -4.822 1.901 -3.505  0.680
C24 -4.244 2.990 -4.158  0.218
C25 -4.936 3.709 -5.125  -1.053
C26 -6.231 3.345 -5.461  -0.412
C27 -6.823 2.260 -4.823  -0.731
C28 -6.127 1.549 -3.858  -0.500
H19 -4.448 1.148 2.744  0.374
H20 -5.160 1.086 1.129  0.440
H21 -3.640 1.934 1.378  0.332
H22 -4.069 -1.116 1.594  0.702
H23 -2.549 -0.313 1.982  -0.204
H24 -1.757 -2.528 -0.108  -0.027
H25 -2.009 -2.286 -1.838  0.646
H26 -4.226 -3.056 0.159  0.294
H27 -3.464 -4.160 -0.984  0.441
H28 -4.446 -2.819 -1.573  0.305
H29 -5.490 -0.246 -1.729  0.270
H30 -1.579 0.301 -4.005  0.608
H31 -0.157 0.391 -2.953  -0.442
H32 -1.148 2.711 -4.720  0.300
H33 0.216 1.663 -5.086  0.438
H34 0.286 2.734 -3.689  0.264
H35 -1.866 3.237 -0.116  0.025
H36 -3.094 3.698 -1.284  0.946
H37 -0.045 3.994 -1.675  0.193
H38 -1.186 5.303 -1.370  0.389
H39 -1.247 4.425 -2.893  0.345
H40 -3.233 3.282 -3.891  0.243
H41 -4.464 4.553 -5.614  0.406
H42 -6.777 3.901 -6.214  0.382
H43 -7.835 1.969 -5.081  0.389
H44 -6.604 0.707 -3.371  0.350
C29 1.412 1.568 7.323  -1.026
Si1 2.050 -0.172 7.057  0.205
C30 1.994 -1.099 8.688  -1.009
C31 3.850 -0.081 6.552  -1.047
Si2 0.736 -1.231 5.445  0.067
Te1 1.695 -0.108 3.398  -1.179
Si3 1.213 -3.507 5.265  0.327
C32 0.752 -4.425 6.834  -1.027
C33 0.238 -4.249 3.855  -0.383
C34 3.049 -3.695 4.951  -0.999
Si4 -1.505 -0.980 6.038  0.595
C35 -1.616 -1.551 7.827  -1.194
C36 -2.286 0.717 6.000  -0.522
C37 -2.573 -2.146 5.027  -1.031
H45 2.122 2.160 7.909  0.396
H46 0.456 1.560 7.860  0.257
H47 1.252 2.073 6.363  0.268
H48 2.582 -0.568 9.445  0.387
H49 2.419 -2.102 8.575  0.242
H50 0.974 -1.213 9.069  0.293
H51 4.426 0.444 7.320  0.373
H52 3.975 0.451 5.603  0.310
H53 4.276 -1.083 6.426  0.249
H54 -0.334 -4.425 6.985  0.257
H55 1.210 -3.967 7.716  0.268
H56 1.084 -5.468 6.784  0.402
H57 -0.823 -4.321 4.114  0.324
H58 0.602 -5.252 3.609  0.422
H59 0.327 -3.633 2.960  -0.490
H60 3.617 -3.623 5.885  0.333
H61 3.401 -2.901 4.282  0.193
H62 3.273 -4.659 4.484  0.367
H63 -1.258 -0.775 8.512  0.284
H64 -1.026 -2.455 8.012  0.287
H65 -2.660 -1.770 8.080  0.414
H66 -1.618 1.486 6.403  0.230
H67 -3.193 0.696 6.613  0.431
H68 -2.572 1.013 4.990  -0.275
H69 -2.380 -3.183 5.326  0.357
H70 -2.373 -2.068 3.953  0.168
H71 -3.635 -1.938 5.191  0.418

## Properties
HOMO level ... -7.383 eV
M ... 1119.64 g/mol
Energy relative to the best compared isomer or geometry (same formula, charge and spin) ... 23.1 kcal per mole

=====

Formula: C26H34N2O5S
Source: OMol25
Level of theory: the ωB97M-V functional and the def2-TZVPD basis

Each line ends with the Mulliken charge.
Positions of all 68 atoms, in Å:
C1 -5.365 2.457 0.712  -0.674
O1 -4.790 1.244 0.215  -0.250
C2 -4.606 1.249 -1.206  -0.590
C3 -3.116 0.720 -1.468  0.447
C4 -3.052 -0.250 -2.711  -0.875
C5 -3.888 -1.580 -2.505  -0.796
C6 -3.731 -2.230 -1.079  -0.549
C7 -2.276 -2.828 -0.817  -0.539
C8 -2.080 -3.077 0.727  -0.456
C9 -0.619 -3.542 1.126  -0.398
C10 -0.570 -3.667 2.705  -0.756
C11 0.624 -2.887 3.392  -0.876
C12 0.727 -1.401 2.855  0.689
C13 -0.538 -0.599 2.857  -0.510
N1 -0.593 0.667 2.386  -0.273
C14 0.626 1.132 1.903  0.238
C15 0.650 2.522 1.314  0.170
S1 -0.859 3.570 1.173  1.215
C16 -0.715 4.407 -0.476  -1.095
O2 -1.013 4.520 2.280  -0.704
O3 -2.096 2.775 1.080  -0.431
C17 1.884 3.117 0.801  -0.600
C18 3.126 2.274 0.858  -0.714
C19 3.104 0.935 1.409  -0.342
C20 1.844 0.312 1.962  0.397
N2 1.955 -0.993 2.441  -0.609
H1 -5.171 3.360 0.072  0.286
H2 -6.478 2.378 0.868  0.266
H3 -4.861 2.663 1.704  0.188
H4 -4.657 2.267 -1.679  0.416
H5 -5.380 0.609 -1.720  0.241
H6 -2.744 0.232 -0.520  -0.145
H7 -2.459 1.615 -1.638  -0.027
H8 -1.970 -0.567 -2.830  0.333
H9 -3.318 0.286 -3.671  0.350
H10 -3.634 -2.308 -3.332  0.370
H11 -4.977 -1.300 -2.626  0.323
H12 -4.450 -3.097 -1.030  0.468
H13 -4.026 -1.501 -0.271  0.209
H14 -2.140 -3.782 -1.398  0.362
H15 -1.526 -2.046 -1.131  0.231
H16 -2.773 -3.913 1.053  0.259
H17 -2.410 -2.156 1.298  0.078
H18 0.125 -2.825 0.687  0.248
H19 -0.403 -4.548 0.651  0.409
H20 -0.461 -4.750 3.009  0.405
H21 -1.531 -3.234 3.109  0.328
H22 1.609 -3.417 3.379  0.317
H23 0.341 -2.773 4.486  0.315
H24 -1.493 -1.049 3.231  0.420
H25 -0.674 3.565 -1.229  0.335
H26 0.200 5.045 -0.537  0.437
H27 -1.681 4.948 -0.634  0.354
H28 1.891 4.139 0.357  0.136
H29 4.092 2.685 0.476  0.382
H30 4.063 0.350 1.408  0.571
C21 7.930 0.654 -2.657  -0.387
C22 7.619 1.121 -1.450  -0.421
C23 6.520 0.527 -0.657  0.554
O4 6.234 0.954 0.445  -0.538
C24 5.780 -0.607 -1.256  -0.205
C25 6.091 -1.075 -2.463  -0.406
C26 7.191 -0.481 -3.257  0.302
O5 7.476 -0.907 -4.357  -0.538
H31 8.730 1.076 -3.252  0.402
H32 8.149 1.949 -0.996  0.413
H33 4.980 -1.030 -0.661  0.424
H34 5.560 -1.903 -2.917  0.413

## Properties
HOMO level ... -9.122 eV
M ... 486.63 g/mol
Energy relative to the best compared isomer or geometry (same formula, charge and spin) ... 131.1 kcal per mole

=====

Formula: C29H63Cl3N2O10S7
Source: OMol25
Level of theory: the ωB97M-V functional and the def2-TZVPD basis

Each line ends with the Mulliken charge.
Positions of all 114 atoms, in Å:
C1 5.464 1.351 2.725  -0.881
C2 5.226 2.723 2.015  -0.414
O1 4.447 2.449 0.839  -0.159
C3 3.513 3.477 0.516  -1.069
C4 2.137 2.828 0.190  -0.686
C5 1.138 2.757 1.421  2.664
C6 1.980 2.630 2.666  -1.419
N1 2.524 2.378 3.608  -0.461
C7 0.557 4.211 1.530  -1.382
O2 -0.068 4.444 2.783  -0.217
C8 -1.227 5.282 2.683  -0.755
C9 0.039 1.662 1.215  1.615
C10 -0.662 2.142 -0.074  -0.760
N2 -1.170 2.490 -1.008  -0.688
C11 -1.129 1.724 2.256  -1.044
C12 -0.745 1.493 3.710  0.016
O3 0.095 0.833 4.134  -0.320
Cl1 -1.816 2.349 4.929  -0.266
C13 0.535 0.228 0.818  -0.190
Cl2 2.047 -0.349 1.620  -0.198
C14 -0.466 -0.955 0.906  -0.228
C15 -0.804 -1.495 2.326  -1.330
Cl3 -1.987 -0.794 -0.042  -0.150
H1 6.306 0.830 2.235  0.330
H2 5.714 1.564 3.783  0.335
H3 4.545 0.745 2.719  0.012
H4 4.719 3.384 2.735  0.306
H5 6.195 3.146 1.686  0.410
H6 3.482 4.305 1.245  0.342
H7 3.875 3.928 -0.438  0.537
H8 2.340 1.843 -0.255  0.211
H9 1.635 3.483 -0.550  0.419
H10 1.464 4.859 1.534  0.575
H11 -0.025 4.530 0.649  0.346
H12 -1.933 4.947 3.469  0.162
H13 -1.750 5.217 1.715  0.395
H14 -0.925 6.312 2.958  0.257
H15 -1.944 1.008 2.025  1.070
H16 -1.600 2.713 2.117  0.119
H17 0.813 0.294 -0.252  1.031
H18 0.065 -1.793 0.427  0.531
H19 -1.600 -0.926 2.837  0.129
H20 0.074 -1.645 2.970  0.296
H21 -1.244 -2.502 2.164  0.539
C16 2.461 2.112 9.503  -0.949
S1 3.132 2.198 7.832  0.538
O4 4.190 3.245 7.832  -0.631
C17 1.662 2.915 7.080  -0.610
H22 3.234 1.722 10.163  0.342
H23 2.167 3.109 9.836  0.291
H24 1.601 1.442 9.514  0.320
H25 1.418 3.859 7.568  0.408
H26 0.829 2.216 7.172  0.305
H27 1.866 3.093 6.025  -0.043
C18 -0.272 -4.638 -1.768  -1.008
S2 0.664 -3.268 -2.466  0.434
O5 0.162 -2.013 -1.829  -0.456
C19 -0.063 -3.363 -4.107  -0.686
H28 -0.001 -4.737 -0.718  0.378
H29 -1.341 -4.437 -1.852  0.255
H30 -0.017 -5.556 -2.297  0.435
H31 -1.144 -3.245 -4.042  0.267
H32 0.183 -4.324 -4.560  0.421
H33 0.354 -2.561 -4.715  0.040
C20 -3.287 -6.479 -4.582  -0.814
S3 -2.671 -6.371 -6.268  0.417
O6 -1.587 -5.347 -6.282  -0.570
C21 -4.146 -5.600 -6.954  -0.943
H34 -2.502 -6.904 -3.957  0.328
H35 -3.546 -5.486 -4.216  0.257
H36 -4.161 -7.127 -4.553  0.355
H37 -4.348 -4.661 -6.436  0.301
H38 -4.992 -6.279 -6.849  0.359
H39 -3.968 -5.402 -8.010  0.332
C22 6.164 1.874 -2.243  -0.593
S4 7.088 3.270 -2.896  0.407
O7 6.571 4.502 -2.231  -0.610
C23 6.366 3.200 -4.539  -0.789
H40 6.426 1.749 -1.195  0.296
H41 5.094 2.065 -2.329  -0.004
H42 6.431 0.973 -2.797  0.411
H43 5.284 3.303 -4.472  0.205
H44 6.624 2.250 -5.005  0.287
H45 6.774 4.019 -5.132  0.400
C24 -5.437 2.402 3.460  -0.955
S5 -4.775 2.493 1.789  0.522
O8 -3.693 3.518 1.795  -0.576
C25 -6.228 3.257 1.052  -1.065
H46 -4.669 1.984 4.109  0.233
H47 -5.704 3.401 3.807  0.305
H48 -6.313 1.752 3.468  0.432
H49 -6.444 4.201 1.553  0.321
H50 -7.078 2.579 1.139  0.399
H51 -6.019 3.443 -0.001  0.347
C26 -7.768 -7.930 -2.636  -0.962
S6 -6.864 -6.535 -1.944  0.415
O9 -5.575 -6.431 -2.685  -0.509
C27 -6.508 -7.311 -0.359  -0.953
H52 -8.058 -7.678 -3.655  0.307
H53 -7.132 -8.816 -2.646  0.307
H54 -8.662 -8.114 -2.040  0.387
H55 -5.953 -8.236 -0.516  0.300
H56 -7.444 -7.515 0.163  0.380
H57 -5.907 -6.621 0.232  0.309
C28 3.006 -0.441 -3.458  -0.269
S7 3.622 -0.329 -5.145  0.320
O10 4.701 0.698 -5.156  -0.499
C29 2.144 0.440 -5.827  -0.889
H58 3.790 -0.864 -2.830  0.430
H59 2.744 0.553 -3.091  0.076
H60 2.133 -1.093 -3.432  -0.157
H61 1.939 1.376 -5.306  0.288
H62 1.299 -0.242 -5.723  0.296
H63 2.319 0.641 -6.882  0.345

## Properties
HOMO level ... -8.254 eV
M ... 930.65 g/mol